60
Properties=species:S:1:pos:R:3:mulliken_spin:R:1 method="wB97M-V/def2-TZVPD" lumo_ev="1.87 / 1.87" e_homo_ev="-4.930 / -4.929" total_charge=-1 max_force_ev_per_a=3.8 multiplicity=2 orbital_gap_ha="0.2499 / 0.2499"
Yb -18.06 3.08 6.97 1.0120
S -20.63 3.43 6.53 -0.0018
C -21.30 3.33 8.14 -0.0011
C -22.72 3.22 8.29 0.0002
N -23.87 3.17 8.46 0.0000
C -20.54 3.34 9.27 0.0008
S -18.85 3.63 9.42 -0.0025
C -21.28 3.46 10.49 0.0005
N -21.82 3.51 11.48 0.0000
O -18.05 -1.83 7.16 0.0000
C -18.71 -1.90 5.97 0.0008
C -19.20 -3.15 5.61 -0.0001
C -19.92 -3.35 4.44 0.0002
C -20.13 -2.29 3.56 -0.0002
C -19.71 -1.04 3.98 -0.0002
C -19.02 -0.81 5.17 -0.0013
C -18.56 0.59 5.45 -0.0006
O -17.98 0.91 6.57 -0.0028
N -18.51 1.40 4.40 0.0004
N -17.98 2.63 4.61 -0.0016
C -17.59 3.26 3.59 -0.0008
S -17.88 2.65 2.01 0.0000
C -17.20 4.14 1.14 0.0000
C -17.44 5.26 2.11 0.0000
S -16.72 4.75 3.65 -0.0001
H -17.74 -0.91 7.32 0.0000
H -18.93 -3.99 6.23 0.0000
H -20.18 -4.32 4.04 0.0000
H -20.76 -2.37 2.67 0.0000
H -20.01 -0.22 3.37 0.0000
H -17.71 4.06 0.21 0.0000
H -16.16 3.92 0.95 0.0000
H -18.55 5.50 2.21 0.0000
H -16.95 6.18 1.84 0.0000
O -14.57 1.95 6.27 0.0000
Cl -15.05 3.06 6.92 -0.0011
O -14.00 3.90 7.38 0.0002
O -15.93 2.69 8.01 0.0001
O -15.99 3.78 6.04 -0.0006
C -15.16 10.11 8.11 0.0000
Ge -15.47 8.30 7.28 0.0000
C -15.94 8.66 5.38 0.0000
C -13.92 7.18 7.46 0.0000
C -17.08 7.53 8.13 0.0000
Se -18.26 6.41 6.94 -0.0005
C -19.99 6.98 7.81 0.0000
H -15.99 10.76 7.87 0.0000
H -14.21 10.60 7.89 0.0000
H -15.00 9.99 9.21 0.0000
H -15.28 9.44 5.00 0.0000
H -16.95 9.02 5.36 0.0000
H -15.93 7.88 4.64 0.0000
H -13.11 7.90 7.27 0.0000
H -13.88 6.39 6.63 0.0000
H -13.68 6.70 8.43 0.0000
H -17.72 8.38 8.45 0.0000
H -16.85 6.98 9.07 0.0000
H -19.85 8.06 7.89 0.0000
H -20.12 6.45 8.79 0.0000
H -20.74 6.77 7.00 0.0000